No. 1
# C46H132BeF3O44

C46H132BeF3O44 as an isolated structure in a non-equilibrium geometry (ωB97M-V/def2-TZVPD, the Open Molecules 2025 dataset).

Each line ends with the Löwdin charge.
Element x y z (Å)
Be  -8.36416  -12.82096  -6.27476  1.130
C  -6.95227  -16.31955  -4.82706  -0.367
O  -7.30432  -17.36399  -5.70610  -0.135
O  -7.37643  -15.11969  -5.48054  -0.229
C  -7.56178  -16.61635  -3.37154  -0.520
F  -8.89262  -16.89553  -3.31169  0.124
F  -6.92612  -17.72267  -2.94580  0.117
F  -7.30886  -15.72877  -2.42604  0.145
C  -6.57138  -18.56378  -5.61304  -0.221
C  -7.12023  -19.46290  -6.74041  -0.037
H  -8.07381  -19.88880  -6.42831  0.079
H  -7.20395  -18.92086  -7.68237  0.056
H  -6.44849  -20.27847  -7.00817  0.057
H  -6.84379  -19.16289  -4.74416  0.108
H  -5.48819  -18.44295  -5.59889  0.123
H  -5.86800  -16.29776  -4.71760  0.140
C  -3.21757  -21.67284  -9.92028  -0.205
C  -4.30462  -21.00083  -9.04833  -0.264
O  -4.43581  -21.70271  -7.87890  -0.063
O  -2.87719  -20.97220  -11.11307  -0.061
H  -3.52309  -22.69710  -10.13395  0.121
H  -2.35379  -21.67955  -9.25550  0.123
H  -5.27378  -20.82149  -9.51378  0.119
H  -3.77304  -20.07674  -8.82120  0.096
H  -5.22641  -22.24676  -7.90219  0.055
H  -2.21382  -21.46528  -11.60135  0.098
C  -1.36239  -13.99731  -4.53203  -0.234
C  -1.05071  -14.64565  -5.85912  -0.219
O  -1.80657  -15.81640  -6.03614  -0.096
O  -2.46359  -13.12637  -4.71948  -0.062
H  -0.46945  -13.40707  -4.32617  0.124
H  -1.49785  -14.80780  -3.81589  0.120
H  -0.01015  -14.96191  -5.78626  0.128
H  -1.25349  -13.99435  -6.70929  0.134
H  -1.59749  -16.36934  -5.27975  0.048
H  -2.64143  -12.73938  -3.85913  0.075
C  -9.53682  -14.07314  -9.19756  -0.257
C  -10.47037  -12.99765  -8.70340  -0.197
O  -10.70116  -13.20568  -7.31192  -0.065
O  -8.26462  -13.86756  -8.68879  -0.038
H  -9.42070  -13.93524  -10.27255  0.128
H  -9.91764  -15.08892  -9.09140  0.121
H  -11.39843  -13.08268  -9.26871  0.133
H  -10.14397  -11.96766  -8.84727  0.133
H  -10.94443  -14.13218  -7.24852  0.042
H  -7.84288  -14.72385  -8.79125  0.071
C  -7.54067  -23.28682  -9.39286  -0.200
C  -8.37211  -22.16714  -10.06435  -0.226
O  -9.49485  -21.75296  -9.38922  -0.069
O  -6.92443  -22.98290  -8.16933  -0.063
H  -6.76640  -23.63884  -10.07454  0.126
H  -8.18934  -24.14468  -9.21567  0.122
H  -8.65914  -22.51600  -11.05632  0.130
H  -7.78556  -21.25242  -10.15010  0.105
H  -9.63067  -20.80737  -9.48416  0.062
H  -7.49850  -22.37901  -7.69250  0.069
C  -8.92339  -18.27169  -10.29125  -0.224
C  -8.56886  -17.39042  -11.51186  -0.203
O  -9.41529  -16.24594  -11.56719  -0.061
O  -9.93094  -19.23278  -10.61180  -0.059
H  -8.89938  -17.70686  -9.35932  0.095
H  -8.07362  -18.92943  -10.10863  0.099
H  -8.49771  -17.96169  -12.43743  0.127
H  -7.54501  -17.11051  -11.26390  0.110
H  -10.32427  -16.55464  -11.57511  0.083
H  -10.79771  -18.91207  -10.35208  0.093
C  -12.11997  -21.08102  -2.78956  -0.259
C  -11.07906  -20.10758  -2.25352  -0.234
O  -11.24383  -19.78039  -0.88191  -0.063
O  -12.12578  -22.30983  -2.12983  -0.048
H  -11.98850  -21.30013  -3.84919  0.112
H  -13.10692  -20.65128  -2.61825  0.105
H  -11.04895  -19.16859  -2.80624  0.099
H  -10.09585  -20.55544  -2.39780  0.114
H  -11.60922  -18.89319  -0.85081  0.037
H  -12.64142  -22.18257  -1.33013  0.089
C  -2.05851  -18.94901  -6.53551  -0.229
C  -0.72265  -18.59362  -5.97368  -0.226
O  -0.82455  -18.06526  -4.66643  -0.075
O  -2.46815  -20.25096  -6.18049  -0.057
H  -2.10458  -18.80123  -7.61447  0.120
H  -2.74757  -18.19620  -6.15267  0.111
H  -0.21399  -17.89317  -6.63605  0.125
H  -0.12906  -19.50699  -6.01235  0.129
H  -1.30775  -18.63887  -4.06719  0.038
H  -3.10910  -20.60959  -6.79868  0.047
C  -2.96910  -20.72777  -2.79768  -0.260
C  -4.34616  -21.06504  -3.26062  -0.180
O  -4.58810  -21.16810  -4.70830  -0.071
O  -2.48919  -19.51921  -3.19368  -0.053
H  -2.24081  -21.50766  -3.02008  0.141
H  -2.98133  -20.69887  -1.70813  0.124
H  -4.98409  -20.29492  -2.82697  0.097
H  -4.73922  -21.99952  -2.86018  0.117
H  -3.79319  -20.78240  -5.08373  0.021
H  -2.98235  -18.83561  -2.73425  0.081
C  -5.23909  -18.56965  -0.43921  -0.255
C  -6.04359  -17.47373  0.24793  -0.217
O  -5.22586  -16.76737  1.19620  -0.061
O  -4.17842  -18.09819  -1.17218  -0.061
H  -5.93298  -18.97450  -1.17590  0.104
H  -4.89176  -19.34150  0.24760  0.136
H  -6.80946  -17.88250  0.90705  0.117
H  -6.48975  -16.81699  -0.49889  0.091
H  -4.56487  -16.38987  0.61122  0.010
H  -3.50987  -17.81026  -0.54629  0.099
C  -9.89208  -12.50385  2.57637  -0.189
C  -8.56905  -11.94004  2.04717  -0.252
O  -7.87081  -12.98685  1.42474  -0.087
O  -9.64707  -13.56991  3.56374  -0.061
H  -10.34116  -12.89905  1.66519  0.106
H  -10.45733  -11.65674  2.96497  0.116
H  -7.92373  -11.48345  2.79762  0.123
H  -8.55697  -11.18274  1.26330  0.101
H  -7.68500  -13.61940  2.12257  0.085
H  -9.90122  -14.34191  3.05283  0.002
C  -9.10062  -10.27731  -1.77143  -0.128
C  -10.56518  -10.50819  -1.41425  -0.213
O  -11.26500  -10.85562  -2.59387  -0.065
O  -8.43727  -11.61785  -1.83779  -0.111
H  -8.60243  -9.65449  -1.02847  0.115
H  -8.85487  -9.81988  -2.72980  0.127
H  -11.04312  -9.64107  -0.95842  0.124
H  -10.69696  -11.25338  -0.62976  0.119
H  -11.88508  -11.57198  -2.43913  0.061
H  -8.51273  -12.06662  -0.99250  0.067
C  -10.06363  -16.31656  0.09539  -0.241
C  -9.48437  -16.49261  1.43975  -0.203
O  -10.20431  -15.90864  2.55193  -0.043
O  -11.23452  -17.09255  -0.02182  -0.058
H  -9.35719  -16.70755  -0.63685  0.121
H  -10.25756  -15.26772  -0.12914  0.112
H  -8.45493  -16.13512  1.41621  0.116
H  -9.36087  -17.57409  1.49656  0.135
H  -10.81833  -16.59162  2.83143  0.111
H  -11.87581  -16.74489  0.60226  0.096
C  -4.82113  -15.51118  -7.64651  -0.237
C  -5.48026  -16.66870  -8.41428  -0.160
O  -6.90489  -16.52767  -8.29156  -0.108
O  -3.54716  -15.31766  -8.18776  -0.062
H  -4.71679  -15.64803  -6.57018  0.110
H  -5.31785  -14.54167  -7.68440  0.096
H  -5.11598  -17.63169  -8.05644  0.109
H  -5.22012  -16.62183  -9.47175  0.115
H  -7.18494  -16.65638  -7.38238  0.031
H  -2.97333  -15.32259  -7.41816  0.028
C  -14.09115  -16.54751  -3.31349  -0.240
C  -14.62945  -17.03655  -1.94938  -0.228
O  -14.55303  -18.42987  -1.88407  -0.045
O  -14.21202  -15.16610  -3.37195  -0.064
H  -14.57723  -16.98294  -4.18654  0.122
H  -13.03564  -16.80301  -3.40687  0.096
H  -15.61795  -16.64689  -1.70621  0.127
H  -13.98057  -16.58984  -1.19605  0.113
H  -15.24199  -18.80516  -2.43732  0.097
H  -14.28776  -14.87757  -4.28442  0.100
C  -10.59743  -17.19503  -6.72826  -0.144
C  -11.38941  -18.05185  -5.66290  -0.194
O  -12.67942  -18.52786  -6.07668  -0.057
O  -11.31597  -15.97138  -7.00435  -0.100
H  -10.64744  -17.74417  -7.66850  0.109
H  -9.61495  -16.89037  -6.36769  0.109
H  -11.55986  -17.35037  -4.84622  0.090
H  -10.82117  -18.93512  -5.37128  0.125
H  -13.22459  -17.78200  -6.33760  0.061
H  -12.24328  -16.14629  -6.82800  0.076
C  -4.25894  -14.81138  -1.42155  -0.185
C  -5.33983  -13.77454  -1.13671  -0.248
O  -4.79327  -12.56003  -0.68885  -0.039
O  -3.53426  -15.19911  -0.23303  -0.063
H  -3.52404  -14.39821  -2.11242  0.109
H  -4.65866  -15.73139  -1.84806  0.101
H  -5.88553  -14.15743  -0.27433  0.114
H  -6.03052  -13.63930  -1.96903  0.100
H  -5.56451  -12.02092  -0.49872  0.075
H  -2.67407  -15.48933  -0.54520  0.100
C  -3.36032  -18.16719  -12.37487  -0.259
C  -2.54200  -17.74317  -11.16894  -0.266
O  -1.14985  -17.64999  -11.42377  -0.054
O  -4.68431  -18.26664  -11.92256  -0.067
H  -2.97152  -19.10679  -12.76741  0.109
H  -3.28907  -17.42835  -13.17308  0.124
H  -2.81159  -18.23413  -10.23386  0.103
H  -2.84126  -16.71564  -10.96221  0.111
H  -1.11129  -16.96648  -12.09677  0.082
H  -4.84463  -19.16725  -11.63137  0.071
C  -7.28956  -22.96111  -4.03586  -0.228
C  -8.49130  -23.87283  -3.76823  -0.208
O  -8.82034  -24.73610  -4.86492  -0.063
O  -7.52600  -22.13753  -5.15953  -0.092
H  -6.37870  -23.52546  -4.23573  0.127
H  -7.11884  -22.18209  -3.29284  0.109
H  -9.38890  -23.28332  -3.58140  0.107
H  -8.32209  -24.46867  -2.87132  0.120
H  -9.04715  -24.17564  -5.61060  0.035
H  -6.63674  -22.01854  -5.50108  0.043
C  -11.59428  -23.34563  -7.05521  -0.232
C  -12.34698  -23.51655  -8.40188  -0.249
O  -12.49404  -22.35328  -9.14457  -0.052
O  -10.20210  -23.24033  -7.15563  -0.077
H  -11.91386  -24.12473  -6.36313  0.124
H  -11.88789  -22.41161  -6.57615  0.105
H  -13.30049  -23.98870  -8.16529  0.113
H  -11.76169  -24.25776  -8.94607  0.128
H  -12.96440  -21.67911  -8.64873  0.087
H  -10.06096  -22.74213  -7.96401  0.031
C  -10.72930  -13.94077  -4.13033  -0.224
C  -11.03885  -14.24301  -2.67106  -0.199
O  -12.12541  -13.47998  -2.14438  -0.060
O  -9.97691  -12.76571  -4.31698  -0.076
H  -11.63427  -13.94009  -4.73789  0.112
H  -10.12636  -14.72843  -4.58217  0.099
H  -10.14600  -13.94224  -2.12292  0.116
H  -11.08689  -15.31490  -2.47913  0.110
H  -12.94898  -13.86756  -2.44955  0.062
H  -10.29606  -12.09519  -3.70858  0.051
C  -5.48206  -11.45052  -5.93497  -0.166
C  -5.81121  -12.06694  -4.53682  -0.223
O  -7.15706  -11.96663  -4.17844  -0.085
O  -6.02267  -12.19054  -7.06640  -0.068
H  -4.41215  -11.47912  -6.14132  0.120
H  -5.65870  -10.37511  -5.91465  0.121
H  -5.38453  -11.55739  -3.67287  0.134
H  -5.48030  -13.10504  -4.50624  0.111
H  -7.33928  -11.78041  -3.25447  0.043
H  -5.51763  -11.89494  -7.82742  0.111

As for the frontier orbital gap: 5.53 eV. Its HOMO energy is -10.8 eV. The charge is +1. The LUMO energy is -5.24 eV.

No. 2
# C25H46F6N2O7PS2

A 3-piece molecular cluster, C25H46F6N2O7PS2 overall in a non-equilibrium geometry (ωB97M-V/def2-TZVPD, the Open Molecules 2025 dataset).

Each line ends with the Löwdin charge.
Element x y z (Å)
C  -0.80950  -2.27993  0.72561  -0.090
C  0.35599  -1.52368  0.07436  -0.232
N  0.56592  -0.11857  0.41810  -0.098
C  -0.66261  0.71764  0.41442  -0.257
C  -0.47054  2.11027  -0.16644  -0.313
P  -1.96689  3.29188  0.23296  0.469
C  -1.43702  3.45399  2.10380  -0.320
C  -0.03703  3.96825  2.46982  -0.243
C  0.62370  3.22053  3.62941  -0.274
O  -0.21053  3.05026  4.77174  -0.083
C  -1.01759  4.89771  -0.28688  -0.345
C  -1.50276  6.18482  0.39660  -0.326
C  -2.85734  6.70080  -0.12153  -0.452
S  -4.16643  6.63604  1.17315  0.843
C  -5.47450  5.82167  0.26056  -1.098
S  -6.20719  6.61808  -0.98141  0.606
N  -5.72245  4.52784  0.61519  -0.150
C  -5.50266  4.21752  2.05674  -0.173
C  -6.03305  2.86152  2.48892  -0.190
O  -7.31567  2.55575  1.96605  -0.134
C  -7.17646  2.54896  0.55537  -0.199
C  -6.96023  3.96040  0.05719  -0.190
C  1.37354  0.07027  1.57373  -0.486
C  0.89237  -0.42756  2.91829  -0.006
O  2.44430  0.62056  1.49283  0.096
H  -0.80201  -2.24160  1.81202  0.057
H  -0.79260  -3.31760  0.39004  0.054
H  -1.76481  -1.87233  0.38740  0.067
H  1.28638  -2.05170  0.31007  0.107
H  0.24230  -1.60223  -1.01079  0.116
H  -1.40156  0.20076  -0.19926  0.102
H  -1.10087  0.77312  1.41850  0.082
H  0.51471  2.51150  0.08251  0.057
H  -0.48098  1.99759  -1.25698  0.063
H  -2.44228  3.12492  -1.16419  -0.041
H  -2.78647  2.08703  0.60445  -0.032
H  -3.15094  4.10058  0.49893  -0.056
H  -2.17791  4.12348  2.55814  0.048
H  -1.60595  2.48018  2.57386  0.051
H  0.66575  3.90360  1.63868  0.085
H  -0.10381  5.01438  2.79487  0.096
H  0.94850  2.23091  3.31047  0.084
H  1.53480  3.76072  3.92433  0.109
H  -0.51074  3.92232  5.04277  0.077
H  -1.23138  5.02254  -1.35669  0.060
H  0.06844  4.81003  -0.20900  0.054
H  -1.52769  6.07671  1.48256  0.063
H  -0.77395  6.97555  0.17717  0.093
H  -2.79886  7.74753  -0.41374  0.058
H  -3.22968  6.09518  -0.94437  0.061
H  -4.42337  4.18593  2.21945  0.071
H  -5.89171  5.02202  2.68639  0.114
H  -6.11211  2.84516  3.57685  0.126
H  -5.33279  2.07176  2.19367  0.120
H  -6.32480  1.91374  0.28558  0.129
H  -8.09650  2.16114  0.11880  0.124
H  -7.81560  4.57260  0.36119  0.120
H  -6.87689  3.94616  -1.02812  0.101
H  1.61238  -0.12052  3.67356  0.083
H  0.82307  -1.51530  2.91662  0.066
H  -0.08498  -0.00686  3.15355  0.081
C  4.95063  -6.95095  -0.81719  -0.057
C  4.88948  -6.27014  0.53099  -0.184
O  3.61563  -5.62164  0.72612  0.039
C  2.62176  -6.38910  1.13365  -0.405
O  2.65607  -7.55800  1.38047  0.166
C  1.34999  -5.52941  1.29483  -0.552
F  1.18159  -4.72595  0.24423  0.164
F  1.45477  -4.77438  2.39536  0.168
F  0.27717  -6.30359  1.41540  0.174
H  4.73289  -6.23814  -1.61139  0.068
H  5.94465  -7.36401  -0.98154  0.076
H  4.22466  -7.76186  -0.87890  0.082
H  5.62130  -5.46836  0.59592  0.127
H  5.07128  -6.96551  1.34964  0.124
C  5.09240  -4.05282  -6.87452  -0.057
C  5.00319  -5.55015  -6.68540  -0.190
O  6.14732  -6.05682  -5.96053  0.035
C  6.09849  -5.92746  -4.64660  -0.402
O  5.22026  -5.44810  -3.99560  0.168
C  7.36709  -6.54001  -4.01522  -0.550
F  8.46800  -6.16880  -4.67229  0.171
F  7.28981  -7.87705  -4.04907  0.166
F  7.47951  -6.15701  -2.74847  0.168
H  6.02730  -3.78617  -7.36776  0.083
H  4.26162  -3.70796  -7.48877  0.084
H  5.05104  -3.53303  -5.91844  0.081
H  5.02978  -6.07034  -7.63994  0.124
H  4.09194  -5.83722  -6.16290  0.126

As for the frontier orbital gap: 5.48 eV. Its HOMO energy is -3.8 eV. The charge is -1. The LUMO energy is 1.73 eV.

No. 3
# C3H9N3O6

A 3-piece molecular cluster, C3H9N3O6 overall in a non-equilibrium geometry (ωB97M-V/def2-TZVPD, the Open Molecules 2025 dataset).

Each line ends with the Löwdin charge.
Element x y z (Å)
C  0.23390  -3.01550  3.66284  0.037
N  -0.34309  -2.28788  2.53186  -0.383
O  0.50438  -1.87539  1.69116  0.031
O  -1.57010  -1.99169  2.46956  0.045
H  -0.37152  -2.86930  4.55738  0.102
H  1.18371  -2.50871  3.83351  0.105
H  0.24721  -4.06305  3.36192  0.112
C  -0.94365  0.80562  0.68008  0.057
N  -1.76811  0.53202  -0.55292  -0.448
O  -2.92048  0.49952  -0.36514  0.109
O  -1.14382  0.26174  -1.59455  0.016
H  0.04556  0.67804  0.24043  0.091
H  -1.10761  -0.11839  1.23455  0.051
H  -1.29621  1.73084  1.13590  0.108
C  1.38375  1.39517  -3.25586  0.035
N  1.23411  2.86032  -3.23418  -0.464
O  0.14668  3.32871  -3.50109  0.059
O  2.15933  3.57063  -2.96138  0.067
H  2.23226  1.10055  -2.63834  0.100
H  1.61403  1.12789  -4.28718  0.103
H  0.47963  0.83886  -3.00849  0.067

The structure (SMILES) is C[N+](=O)[O-].C[N+](=O)[O-].C[N+](=O)[O-]. As for the frontier orbital gap: 9.77 eV. The relative energy (zero: lowest compared OMol25 entry of this formula, charge and spin) comes out at 79.1 kJ/mol. Its HOMO energy is -10.6 eV. The LUMO energy is -0.87 eV.